[1]
This record from OMol25 describes a cluster of 2 separate species, C3H12N2O2 in total at a distorted geometry. The level of theory is wB97M-V/def2-TZVPD.

Last column: Löwdin charge in e.
Element x y z (Å)
1 O -1.81285 -0.86859 3.99236  -0.07
2 N 0.77174 -0.74009 -1.00925  0.13
3 H -2.45645 -1.21281 4.60493  0.03
4 C 0.35559 -0.19005 -2.26765  -0.22
5 H 0.95057 -0.68630 -3.04084  0.16
6 H 0.52981 -0.65456 1.13021  0.15
7 H 0.27495 1.63043 1.32687  0.14
8 H -0.83909 -0.03538 0.26810  0.15
9 H 0.45938 2.04729 -0.32276  0.13
10 H 2.46043 2.16264 0.47697  0.08
11 C 0.25871 -0.09846 0.23355  -0.13
12 H -1.55524 -0.93551 -1.77177  0.11
13 N -1.02807 -0.53936 -2.53161  0.19
14 H 0.51410 0.88546 -2.28922  0.14
15 C 0.77379 1.29164 0.40195  -0.27
16 H -1.17736 -1.03025 -3.39846  0.12
17 H -1.12668 -0.57409 4.62612  0.05
18 H 0.46792 -1.72184 -0.96991  0.16
19 O 2.17875 1.26984 0.54042  -0.01

Output
**Energy above the lowest of the compared OMol25 structures with the same formula, charge and spin**: 39.57 kcal/mol
**Charge**: +1
**2S+1**: 2
**LUMO energy (spin up / spin down)**: -3.06 / -8.06 eV
**E_tot**: -381.14964 hartree
**HOMO level (spin up / spin down)**: -14.19 / -14.19 eV
**Expectation value of S²**: 0.7577
**Gap between HOMO and LUMO (spin up / spin down)**: 0.4089 / 0.2253 Ha

=====

[2]
This record from OMol25 describes a structure of composition C40H30GeN4O12SV at a distorted geometry. The level of theory is wB97M-V/def2-TZVPD.

Last column: Löwdin charge in e.
Element x y z (Å)
1 C 1.29861 7.55933 -2.73481  -0.11
2 H 3.03055 2.32444 -0.03305  0.10
3 O -0.47866 -0.64001 -0.62819  -0.20
4 N 0.08867 -5.79920 -0.47077  -0.34
5 C -2.55511 4.44072 0.27529  -0.09
6 C -1.34464 4.76495 -0.30855  -0.12
7 C 1.68051 8.82820 -2.33263  -0.11
8 C -2.46466 0.98170 3.17986  0.01
9 C 0.46159 3.19232 -6.89745  -0.11
10 C -0.42025 1.95937 3.91173  0.03
11 H 0.20284 2.12821 -3.70915  0.11
12 C 3.37307 -2.57019 -0.59671  -0.08
13 C -1.80935 1.87003 4.00940  -0.03
14 C 2.61047 -3.39817 1.51519  -0.09
15 H 3.99454 -2.60477 -1.47794  0.10
16 O -1.84960 -0.36177 -2.31242  0.06
17 H 2.78151 4.05912 0.24052  0.10
18 C -2.15611 -3.07995 -2.72526  0.05
19 C -3.18787 3.24802 -1.70374  -0.08
20 O -3.29655 -6.17351 -4.06772  -0.09
21 H 2.37263 10.04291 -0.70655  0.09
22 C 3.43313 -3.52075 0.39337  -0.08
23 O 2.05171 0.80729 1.56307  -0.11
24 O -3.86322 -4.12809 -4.55777  -0.08
25 C -1.03470 4.31872 -1.58532  -0.25
26 C 0.91585 4.97688 -5.35810  -0.12
27 C 2.46519 -1.50957 -0.45261  -0.74
28 H 1.01000 5.17767 -7.48804  0.09
29 V 0.61275 0.21204 0.34014  0.80
30 H 1.04414 -2.20592 2.41000  0.12
31 H -3.89134 2.63589 -2.25200  0.10
32 H 0.35981 2.83047 -7.91260  0.09
33 H -2.34636 2.45695 4.74261  0.10
34 H -3.52865 0.81895 3.26064  0.11
35 O 2.48057 1.65217 3.58049  0.06
36 H -1.77372 3.26352 -3.29903  0.09
37 C 0.81282 4.50923 -6.65826  -0.11
38 C -1.52530 -5.36141 -2.20633  0.08
39 O 0.65668 3.44576 1.42063  0.05
40 C -2.31257 -0.93653 1.59621  -0.43
41 H -2.76971 4.77797 1.28137  0.10
42 C 0.24474 2.34009 -5.82732  -0.07
43 C 1.01912 2.84902 0.41429  -0.67
44 H 0.11134 -3.15922 -0.20135  0.09
45 C 1.72949 -2.33922 1.57919  -0.11
46 S 2.25555 -0.23125 -1.55355  0.73
47 C -0.54320 -3.49793 -0.98602  0.03
48 O -3.66742 -0.92936 1.49074  0.11
49 H -4.40718 3.38401 0.05385  0.09
50 C 1.71162 6.73105 -0.54331  -0.11
51 H -0.62667 5.34818 0.24990  0.09
52 O 0.83129 -5.37528 0.42632  0.03
53 H 3.15630 3.66087 -2.17390  0.08
54 O -0.00746 -7.01116 -0.72693  0.02
55 Ge 0.77503 4.60332 -2.33228  1.10
56 O 0.30540 1.97612 -0.18085  -0.13
57 C -3.47165 3.66409 -0.41402  -0.10
58 H 1.19787 6.00711 -5.19563  0.07
59 C 0.36178 2.81224 -4.53310  -0.12
60 C -1.98073 3.58556 -2.28764  -0.10
61 H -1.61006 -6.42393 -2.38237  0.12
62 H 0.97200 7.40809 -3.75278  0.07
63 N 1.66144 -1.42740 0.62054  -0.11
64 H 1.94831 2.37833 -2.17053  0.01
65 C -2.28017 -4.46058 -2.94815  -0.16
66 C -1.73368 0.23156 2.25143  -0.13
67 H -2.74649 -2.38865 -3.30503  0.11
68 C 2.07632 9.05182 -1.02558  -0.11
69 C 0.22480 1.23831 2.92215  -0.15
70 C -1.28802 -2.60266 -1.74629  -0.11
71 H 2.37778 8.16437 0.89999  0.10
72 C 2.36569 3.17061 -0.23739  -0.17
73 H -0.01396 1.30452 -5.99568  0.11
74 N -3.18978 -4.94419 -3.90895  -0.45
75 H 4.10504 -4.36303 0.30660  0.10
76 C 2.08187 7.99793 -0.12776  -0.09
77 C -0.66545 -4.87817 -1.22694  -0.16
78 C 0.67863 4.14491 -4.27331  -0.25
79 C 1.72373 1.26462 2.69964  -0.59
80 N -0.40370 0.42832 2.06720  0.11
81 O -1.67203 -1.90911 1.24966  0.13
82 C 2.20604 3.34485 -1.73436  -0.25
83 H 1.71987 5.92006 0.17053  0.08
84 H 0.17085 2.59246 4.55436  0.12
85 C -1.20706 -1.10710 -1.56993  -0.53
86 H 2.62462 -4.13444 2.29739  0.09
87 H -3.91611 -1.74032 1.01993  0.14
88 C 1.31854 6.48326 -1.85625  -0.23
89 H 1.66907 9.64714 -3.04187  0.09

Output
**Energy above the lowest of the compared OMol25 structures with the same formula, charge and spin**: 64.36 kcal/mol
**Charge**: -2
**2S+1**: 4
**LUMO energy (spin up / spin down)**: 3.60 / 3.48 eV
**E_tot**: -6083.38160 hartree
**HOMO level (spin up / spin down)**: -0.16 / -2.98 eV
**Expectation value of S²**: 3.7941
**Gap between HOMO and LUMO (spin up / spin down)**: 0.1384 / 0.2375 Ha